1.
An isolated molecule of C4H9NO2 at a distorted geometry. Source: OMol25; level of theory: the ωB97M-V functional and the def2-TZVPD basis.

Geometry as XYZ:
```
16
Properties=species:S:1:pos:R:3
O -2.33028 -0.58220 2.63610
C -1.34696 -0.80892 1.94889
N -0.93554 0.09350 0.97751
C 0.23599 0.08826 0.16163
C 0.02572 -0.03438 -1.38805
C 1.18061 0.66844 -2.13878
O 2.58255 0.47452 -1.57165
H -0.72134 -1.71743 1.71541
H -1.35879 1.05975 1.09533
H 0.63909 1.08803 0.23279
H 0.86444 -0.78015 0.59712
H -0.90784 0.36881 -1.68872
H 0.06638 -1.17155 -1.49791
H 1.32596 0.35910 -3.22612
H 1.07849 1.78167 -2.03733
H 2.97208 -0.26168 -2.05087
```

Computed properties:
Energy above the lowest of the compared OMol25 structures with the same formula, charge and spin = 51.8 kcal/mol
Energy = -9877.8151 eV
Kohn-Sham gap = 10.3 eV
Charge = 0
HOMO = -9.52 eV
Spin multiplicity = 1

=====

2.
A cluster of 2 separate species, CH2ClN2O2 in total at a distorted geometry. Source: OMol25; level of theory: the ωB97M-V functional and the def2-TZVPD basis.

Geometry as XYZ:
```
8
Properties=species:S:1:pos:R:3
C -0.10152 -0.02054 0.22602
N -0.37261 -0.69255 1.27447
N 0.63597 -1.14675 2.06628
O 1.73198 -1.37048 1.57557
O 0.33668 -1.39942 3.21760
Cl -0.28945 2.95451 0.64239
H -0.91588 0.26440 -0.41342
H 0.90084 0.31034 -0.02942
```

Computed properties:
Energy above the lowest of the compared OMol25 structures with the same formula, charge and spin = 14.0 kcal/mol
Energy = -20665.3165 eV
Kohn-Sham gap = 7.2 eV
Charge = -1
HOMO = -4.36 eV
Spin multiplicity = 1

=====

3.
A cluster of 12 separate species, C50H72O7S5 in total at a distorted geometry. Source: OMol25; level of theory: the ωB97M-V functional and the def2-TZVPD basis.

Geometry as XYZ:
```
134
Properties=species:S:1:pos:R:3
C -0.45590 -0.43458 5.90778
S 1.32344 -0.55434 5.53288
O 1.56794 -1.48067 4.37981
C 1.65628 1.10731 4.91839
H -1.10038 -0.02619 5.12567
H -0.68741 -0.02354 6.88853
H -0.82165 -1.46758 5.95338
H 1.44926 1.82294 5.72314
H 1.10136 1.36543 4.02115
H 2.73917 1.21697 4.84734
C 1.52098 -0.39511 -4.73874
S 0.57569 -0.33421 -6.28647
O 0.04185 -1.73774 -6.46606
C -0.84472 0.59900 -5.61965
H 2.42060 -0.98232 -4.89494
H 0.85992 -0.72229 -3.94011
H 1.86777 0.64011 -4.65579
H -1.22873 0.04617 -4.76298
H -1.60219 0.72702 -6.38487
H -0.44874 1.55775 -5.27461
C 3.10317 5.07374 -2.74315
S 1.56612 4.22977 -3.23385
O 1.59925 4.05994 -4.73798
C 1.92993 2.57782 -2.56557
H 2.98431 6.14371 -2.89368
H 4.01006 4.70451 -3.22089
H 3.22074 4.90926 -1.66779
H 2.03111 2.66925 -1.48417
H 2.88303 2.30237 -3.01537
H 1.07559 1.96079 -2.82465
C 3.62655 -1.18832 -1.69313
S 3.27693 -3.01385 -1.57872
O 1.99199 -3.36369 -0.86134
C 2.94009 -3.47625 -3.30815
H 2.79419 -0.53356 -1.94845
H 4.42383 -1.15850 -2.43561
H 4.00167 -0.87093 -0.72194
H 1.86083 -3.42327 -3.47509
H 3.19632 -4.51010 -3.52921
H 3.40238 -2.81320 -4.03755
C -0.72134 -1.11489 -1.09728
S 0.52260 0.05659 -0.44867
O -0.17515 1.34856 -0.14028
C 0.65635 -0.83641 1.13660
H -0.21481 -2.06710 -1.28390
H -1.13517 -0.78937 -2.04663
H -1.47320 -1.33002 -0.34298
H 1.19271 -1.77097 0.95022
H -0.30273 -1.09032 1.58918
H 1.21426 -0.26199 1.87627
C -2.74523 0.72449 2.46356
C -3.50366 0.51800 3.61856
C -4.60614 -0.31596 3.60401
C -4.98298 -0.92074 2.39521
C -4.26292 -0.69167 1.23651
C -3.17498 0.18034 1.27123
H -1.94441 1.45406 2.47662
H -3.10801 0.96068 4.52631
H -5.23674 -0.44661 4.47213
H -5.89618 -1.49816 2.32176
H -4.50688 -1.12809 0.27574
H -2.53921 0.33146 0.40838
C 3.04638 4.12428 3.27267
C 2.02376 3.71641 2.42380
C 2.31070 2.80150 1.41614
C 3.60169 2.32652 1.27162
C 4.62451 2.73215 2.12107
C 4.34018 3.63732 3.14148
H 2.81716 4.82642 4.06621
H 1.02824 4.12339 2.54354
H 1.51287 2.53112 0.73454
H 3.89075 1.67333 0.45432
H 5.59306 2.25941 2.02605
H 5.06041 3.98920 3.86842
C -0.89874 -4.29993 -2.81195
C -1.16602 -3.27295 -3.71929
C -2.33434 -2.54325 -3.56811
C -3.22464 -2.90242 -2.54021
C -2.96591 -3.90654 -1.64570
C -1.73329 -4.57086 -1.76692
H 0.05584 -4.81504 -2.82607
H -0.56921 -3.14941 -4.61669
H -2.66074 -1.78455 -4.26673
H -4.16559 -2.36207 -2.48047
H -3.69303 -4.20898 -0.90433
H -1.45750 -5.26735 -0.98207
C -2.34257 -5.88876 3.88458
C -1.47045 -5.33940 4.83186
C -0.87366 -4.13176 4.53143
C -1.14718 -3.46771 3.34054
C -2.04535 -4.00067 2.42926
C -2.68025 -5.20895 2.73243
H -2.76979 -6.85599 4.12216
H -1.17499 -5.96169 5.66526
H -0.16988 -3.64846 5.20106
H -0.72042 -2.49788 3.11868
H -2.34649 -3.44786 1.54735
H -3.38196 -5.69399 2.06507
C -1.11995 7.27470 -1.34279
C -1.21035 5.91166 -1.06311
C -0.15010 5.28808 -0.42262
C 0.96116 6.01646 -0.03433
C 1.03561 7.38451 -0.23103
C -0.01253 8.00059 -0.91666
H -1.87229 7.78936 -1.92487
H -2.11796 5.39591 -1.34412
H -0.09738 4.21087 -0.29492
H 1.77850 5.50206 0.46021
H 1.92964 7.91473 0.06728
H 0.14646 9.05371 -1.12021
C -2.30796 2.71157 -2.36898
C -2.27973 3.39213 -3.57965
C -3.44475 3.62830 -4.31280
C -4.65680 3.16838 -3.80512
C -4.68341 2.43692 -2.63213
C -3.52176 2.18543 -1.91838
H -1.43475 2.60637 -1.73685
H -1.34663 3.81441 -3.93913
H -3.42390 4.07584 -5.29662
H -5.55609 3.47527 -4.32555
H -5.62428 2.05682 -2.25100
H -3.59821 1.65043 -0.98108
O 1.74834 -7.49354 1.71399
C 2.14970 -6.43730 2.09567
O 3.20192 -6.32649 2.93274
C 3.38466 -4.97403 3.33807
C 2.60815 -4.09343 2.36085
C 1.56723 -5.06272 1.79143
H 4.44465 -4.72489 3.20119
H 3.22007 -4.86873 4.41028
H 3.20595 -3.76612 1.51185
H 2.20947 -3.21770 2.87207
H 1.50634 -5.00933 0.70464
H 0.53858 -5.00030 2.14051
```

Computed properties:
Energy above the lowest of the compared OMol25 structures with the same formula, charge and spin = 7.9 kcal/mol
Energy = -121522.3706 eV
Kohn-Sham gap = 9.0 eV
Charge = 0
HOMO = -8.92 eV
Spin multiplicity = 1

=====

4.
A structure of composition C8H13FeN2 at a distorted geometry. Source: OMol25; level of theory: the ωB97M-V functional and the def2-TZVPD basis.

Geometry as XYZ:
```
24
Properties=species:S:1:pos:R:3
C -1.05993 1.49199 -4.86215
Fe -0.21713 0.25629 -2.24075
N 0.86067 -1.39501 -3.34935
H -0.98013 1.39539 -1.49125
H -0.33863 1.60959 -4.04065
H -1.58173 2.43059 -5.09605
H -1.81483 0.72659 -4.60425
H -0.38713 1.37759 -5.81525
H 0.61397 -2.33371 -3.00555
H 1.88797 -1.33621 -3.31505
H 0.62857 -1.40401 -4.35215
N 0.05817 -0.10811 -0.41455
C 0.13567 -0.19581 0.73675
C 0.17977 -0.22411 2.17545
C 0.03587 -1.42981 2.87435
C 0.05557 -1.43241 4.27405
C 0.21767 -0.23281 4.97625
C 0.36077 0.97069 4.27955
C 0.34137 0.97649 2.88165
H -0.09643 -2.36271 2.34005
H -0.05843 -2.36201 4.81565
H 0.22907 -0.23471 6.05835
H 0.48247 1.89989 4.82245
H 0.44677 1.91629 2.35245
```

Computed properties:
Energy = -45870.4483 eV
<S²> = 6.0603
Kohn-Sham gap (alpha / beta) = 3.3 / 5.1 eV
Charge = -1
HOMO (alpha / beta) = -0.27 / -2.17 eV
Spin multiplicity = 5

=====

5.
A cluster of 2 separate species, C4H10N2O2 in total at a distorted geometry. Source: OMol25; level of theory: the ωB97M-V functional and the def2-TZVPD basis.

Geometry as XYZ:
```
18
Properties=species:S:1:pos:R:3
O 2.19988 0.13803 -1.11577
C 1.14719 0.03709 -0.47222
N 0.10364 -0.54668 -1.27771
C -1.07813 0.25340 -1.61549
C 1.18019 -0.64736 1.04347
N 0.24856 -1.73230 1.41603
C -0.81809 -1.06235 1.42769
O -0.33942 1.54329 0.93211
H 0.64427 -0.69819 -2.13067
H -0.83610 1.01898 -2.35498
H -1.42616 0.70513 -0.68818
H -1.95917 -0.31528 -1.91314
H 2.21089 -0.85437 1.32250
H 0.85090 0.21372 1.61350
H 0.75660 1.08296 -0.04442
H -0.91105 -0.06778 0.97152
H -1.71649 -1.56255 1.80632
H -0.25752 2.49427 1.07943
```

Computed properties:
Energy above the lowest of the compared OMol25 structures with the same formula, charge and spin = 196.4 kcal/mol
Energy = -11378.3847 eV
Kohn-Sham gap = 7.2 eV
Charge = 0
HOMO = -9.81 eV
Spin multiplicity = 1

=====

- spin multiplicity of number 3 (C50H72O7S5)?
  1